C3H4N2O | wB97M-V/def2-TZVPD

The geometry in XYZ format:
```
10
Properties=species:S:1:pos:R:3:forces:R:3:lowdin_charge:R:1
O 1.2529 0.7988 -1.1983 0.58 -0.40 0.77 0.15
N 2.2473 -0.5998 0.4409 -0.10 0.14 -0.57 0.19
N -1.0004 -1.2939 0.7375 -0.53 0.40 -0.28 0.14
C 1.7314 0.1702 -0.3320 -0.15 0.04 -0.23 -0.41
C -1.9385 0.7491 -0.4321 -0.06 -0.19 0.11 -0.01
C -1.4937 -0.3171 0.1794 0.16 0.22 -0.09 -0.28
H -2.0407 0.7404 -1.5089 -0.12 -0.01 0.10 0.06
H 2.3507 -0.7385 1.4267 -0.09 0.34 -0.04 0.09
H -2.1077 1.6588 0.1267 -0.09 -0.06 -0.04 0.06
H 0.0044 -1.1763 0.6678 0.40 -0.48 0.27 0.02
```
Forces are in eV/Å.

SMILES string	C=C=N.N=C=O
total charge	0
relative energy (zero: lowest compared OMol25 entry of this formula, charge and spin)	46.3	kcal/mol
2S+1	1
molar mass	84.1	g/mol
gap between HOMO and LUMO	9.82	eV

=====

C23H26BrN3O3 | wB97M-V/def2-TZVPD

The geometry in XYZ format:
```
56
Properties=species:S:1:pos:R:3:forces:R:3:lowdin_charge:R:1
Br 2.8520 3.3201 -1.6747 -0.12 -0.17 0.02 0.71
O 1.3064 -4.4915 -0.7910 0.05 0.07 -0.23 0.08
O -2.7385 1.5726 -0.9118 -0.19 -0.27 0.06 -0.22
O 0.7743 -3.1410 -2.4909 -0.31 0.18 0.26 -0.07
N -2.1553 -1.2081 -0.5988 -0.24 -0.13 -0.11 0.15
N -1.4597 -2.0312 1.4817 0.02 -0.15 -0.06 0.03
N -3.1201 -0.4797 1.4276 0.21 -0.18 0.15 0.09
C -0.8515 -0.6028 3.3408 0.05 -0.01 0.15 -0.21
C 1.1864 1.4516 -0.3057 0.07 0.05 0.04 -0.12
C -0.9431 1.6532 4.1716 -0.04 0.06 0.06 -0.08
C 0.6623 -3.5471 -1.2007 0.36 -0.47 0.07 -0.43
C 1.1533 0.7280 3.4771 0.12 0.01 -0.02 -0.09
C -0.5698 -2.8689 0.8624 0.43 -0.38 -0.61 -0.17
C 1.4188 1.0623 -2.6729 0.14 0.22 0.01 -0.12
C -3.3277 1.7507 0.3616 -0.30 -0.03 0.18 -0.21
C -2.0680 2.7157 -1.3741 0.12 0.13 -0.04 -0.10
C 0.0062 -3.9744 1.6911 0.08 -0.15 -0.10 0.01
C 0.0340 -0.3953 -1.3425 -0.01 0.09 -0.24 -0.15
C 0.3493 0.3555 -0.2166 -0.01 0.00 -0.12 -0.01
C -1.5763 0.4650 3.8511 0.08 -0.04 0.09 -0.05
C 1.7130 1.7965 -1.5377 0.14 0.16 -0.10 -0.68
C 0.4222 1.7889 3.9835 0.05 0.08 -0.01 -0.09
C -1.5431 -1.8809 2.9281 -0.06 0.13 0.29 -0.09
C -0.9095 -1.5798 -1.2344 0.24 -0.08 -0.05 -0.20
C -0.2712 -2.7125 -0.4593 -0.53 0.31 0.11 -0.02
C -2.2728 -1.1602 0.7586 -0.78 0.24 -0.13 -0.36
C 0.5764 -0.0298 -2.5674 -0.10 -0.06 0.18 -0.02
C 1.6825 -3.8846 -3.2839 0.29 -0.30 -0.06 -0.05
C 0.5192 -0.4601 3.1567 -0.10 -0.04 0.10 -0.05
C -4.0176 0.4544 0.8048 0.29 0.32 -0.13 -0.19
H -1.6380 2.4580 -2.3401 0.06 0.09 0.00 0.09
H -2.6422 0.3641 3.9803 -0.13 -0.02 -0.02 0.11
H 1.3916 -4.9369 -3.3143 0.05 0.10 -0.04 0.10
H -2.6251 -0.4428 -1.0665 0.09 0.01 0.13 0.12
H 1.8381 1.3443 -3.6268 0.03 0.03 -0.06 0.10
H 0.9151 2.7180 4.2296 0.04 0.07 0.02 0.10
H -1.2669 3.0096 -0.6857 -0.01 -0.01 -0.05 0.09
H -2.5999 -1.8262 3.1941 0.18 -0.11 0.07 0.12
H 1.0988 -1.2777 2.7512 0.06 -0.11 -0.06 0.11
H -0.7905 -4.5137 2.2012 -0.06 0.04 0.11 0.10
H -1.1499 -1.9250 -2.2469 0.07 0.09 0.25 0.15
H 1.6440 -3.4486 -4.2792 -0.01 0.00 0.03 0.09
H 0.5458 -4.6623 1.0492 -0.05 0.06 0.12 0.07
H 2.6924 -3.8142 -2.8740 -0.07 -0.02 -0.07 0.10
H -4.7562 0.7100 1.5702 -0.06 0.07 -0.23 0.11
H -2.5580 2.0247 1.0986 -0.07 -0.02 -0.04 0.12
H -4.0660 2.5652 0.3109 0.05 -0.03 -0.02 0.12
H -4.5489 0.0282 -0.0570 -0.09 0.05 0.01 0.12
H -1.5178 2.4791 4.5651 -0.05 0.07 0.04 0.10
H -1.0838 -2.7362 3.4180 -0.06 0.03 -0.12 0.11
H 1.4229 2.0294 0.5751 0.02 0.05 0.06 0.10
H -0.0651 0.0992 0.7459 -0.03 -0.01 0.11 0.10
H 0.7050 -3.5931 2.4338 0.02 0.03 0.12 0.09
H -2.7601 3.5582 -1.4915 0.01 -0.01 -0.02 0.09
H 0.3415 -0.6079 -3.4479 -0.04 -0.08 -0.10 0.12
H 2.2189 0.8244 3.3277 0.09 0.01 0.00 0.11
```
Forces are in eV/Å.

SMILES string	COCC/N=C1\N[C@@H](c2ccc(Br)cc2)C(C(=O)OC)=C(C)N1Cc1ccccc1
total charge	0
relative energy (zero: lowest compared OMol25 entry of this formula, charge and spin)	0.0	kcal/mol
2S+1	1
molar mass	472.4	g/mol
gap between HOMO and LUMO	8.83	eV

=====

C32H33N4O9OsP2SSb | wB97M-V/def2-TZVPD

The geometry in XYZ format:
```
83
Properties=species:S:1:pos:R:3:forces:R:3:lowdin_charge:R:1
Os 0.2988 1.4360 -0.3003 -2.53 0.40 -0.32 1.26
Sb 0.4044 -2.2882 0.4811 0.14 -0.89 0.68 1.51
S -1.0218 -0.3487 -0.3333 1.51 0.60 -0.20 0.44
P 1.0622 0.4222 2.4784 -0.55 -0.25 0.66 0.25
P 2.8478 0.4282 0.4002 0.65 -0.73 0.55 0.21
O 4.3487 0.0126 0.2889 -0.08 0.37 -0.16 -0.02
O 1.9815 -0.6340 -0.2186 -0.13 -0.06 -0.35 -0.44
O 2.5901 0.4081 1.9927 -0.07 0.36 -0.33 -0.19
O 0.4112 3.8150 -0.4587 0.48 -0.57 0.67 -0.07
O 1.2463 0.7619 3.9929 0.10 0.14 -0.12 -0.03
O -1.4946 4.6561 -1.3022 0.07 -0.21 0.08 -0.02
O 0.4628 -0.9478 2.2978 0.15 -0.07 -0.29 -0.39
O 0.2984 1.5228 1.7621 0.37 0.18 0.28 -0.41
O 2.5090 1.7892 -0.1681 -1.21 -0.27 -0.39 -0.30
N 0.4555 1.5048 -2.3606 0.05 0.40 -0.42 -0.12
N -0.9997 7.0527 -1.0365 -0.03 -0.31 -0.06 0.19
N -1.7146 4.2177 -5.5926 0.02 -0.07 0.03 0.20
N -2.1925 2.2481 -0.0085 2.25 -0.28 -0.47 0.05
C 0.2924 -3.0190 -1.5339 -0.11 0.36 0.35 -0.35
C -1.0484 3.4177 -5.1082 -0.03 0.05 -0.02 -0.16
C -4.1330 2.2525 3.1401 0.02 -0.04 0.10 -0.06
C 1.1848 -3.2987 -3.7433 0.03 0.03 0.02 -0.06
C -3.4450 3.2007 3.8815 0.02 -0.02 -0.02 -0.06
C 0.1321 6.1910 -0.5878 0.34 -0.45 0.10 -0.02
C -3.6905 1.9011 1.8745 -0.02 -0.04 -0.25 -0.02
C -0.3477 4.7372 -0.8024 -0.33 0.28 -0.19 -0.62
C -2.5822 2.5348 1.3260 -0.17 0.03 0.38 -0.31
C 4.2618 -4.3365 0.5551 -0.05 -0.02 -0.01 -0.06
C 3.0113 -3.8601 0.1824 0.02 -0.03 0.09 -0.10
C -1.1474 -3.2773 1.5314 0.20 0.04 -0.25 -0.35
C -0.8632 -4.4013 -3.1191 -0.03 -0.02 -0.01 -0.05
C -1.0282 -4.6545 1.6918 -0.02 0.09 -0.07 -0.11
C 1.2765 -2.7377 -2.4778 -0.11 0.05 -0.06 -0.14
C 4.7256 -4.1404 1.8479 0.02 -0.01 -0.04 -0.06
C -3.0777 -4.6612 2.9477 0.03 0.02 -0.03 -0.06
C 1.6543 0.9797 -4.3600 -0.04 0.03 -0.16 0.01
C -3.1952 -3.2880 2.7738 -0.01 0.05 0.01 -0.06
C -1.8806 3.4754 2.0744 -0.01 0.07 -0.17 -0.05
C -2.2289 -2.5894 2.0643 0.02 -0.06 -0.05 -0.13
C 1.4539 0.8712 -2.9981 0.07 -0.07 -0.01 -0.08
C 0.1198 -4.1340 -4.0611 0.00 0.01 0.04 -0.05
C -2.0027 -5.3459 2.3985 0.02 -0.04 0.01 -0.06
C 3.9360 -3.4829 2.7803 -0.07 0.02 0.05 -0.06
C 2.2365 -3.1847 1.1175 -0.40 0.42 0.08 -0.30
C 0.8347 1.8043 -5.1080 -0.05 0.02 0.09 0.04
C -0.3582 2.2836 -3.0852 -0.15 -0.11 0.00 -0.05
C -0.7868 -3.8379 -1.8512 0.05 0.05 -0.04 -0.10
C 2.6829 -3.0038 2.4223 0.12 -0.06 -0.07 -0.11
C -2.3141 3.8056 3.3458 -0.05 0.02 0.03 -0.06
C -0.1863 2.4795 -4.4434 0.02 -0.03 -0.07 -0.17
H -0.9870 3.9244 1.6606 0.02 -0.01 0.07 0.10
H 4.8718 -4.8545 -0.1731 0.00 -0.03 0.03 0.11
H -2.8207 1.6262 -0.5009 -0.03 0.04 -0.02 0.08
H -1.6928 -5.0503 -3.3665 0.01 0.00 -0.01 0.12
H 4.2952 -3.3302 3.7896 0.00 -0.05 0.00 0.11
H 2.1105 0.2628 -2.3963 -0.08 -0.01 0.09 0.09
H -0.7649 7.6714 -1.8096 0.00 0.03 0.01 0.17
H 1.0309 6.3673 -1.1725 -0.04 0.14 -0.02 0.15
H 4.9898 0.7127 0.4732 0.13 -0.04 0.01 0.12
H 2.6524 -4.0294 -0.8227 0.04 0.01 -0.02 0.09
H -3.7847 3.4655 4.8733 -0.02 0.02 -0.01 0.11
H 1.9499 -3.0885 -4.4800 0.00 -0.04 0.00 0.11
H -1.5568 -4.0472 -1.1176 -0.01 -0.02 -0.03 0.10
H -1.1797 2.7643 -2.5769 0.09 0.10 0.06 0.11
H 2.1109 -2.0984 -2.2186 0.02 -0.04 -0.02 0.09
H -4.2306 1.1645 1.2890 -0.04 0.02 0.02 0.12
H -5.0268 1.7969 3.5445 0.03 -0.06 -0.01 0.12
H -2.3140 -1.5168 1.9327 -0.01 0.01 0.06 0.07
H -1.9190 -6.4176 2.5204 0.00 0.01 0.02 0.12
H -3.8248 -5.1990 3.5158 -0.02 0.00 -0.03 0.11
H -0.1862 -5.1860 1.2604 0.00 -0.05 0.07 0.11
H 5.7036 -4.5071 2.1298 0.00 0.01 0.01 0.11
H 0.0596 -4.5809 -5.0445 -0.01 0.01 0.00 0.12
H -1.9475 3.0759 -0.5540 -0.64 0.17 -0.04 0.04
H 0.3652 6.3341 0.4640 -0.05 0.15 -0.01 0.14
H 2.0697 -2.4925 3.1502 0.02 -0.01 0.01 0.10
H 0.5281 0.4731 4.5688 -0.03 -0.04 0.05 0.12
H -4.0394 -2.7568 3.1939 0.00 -0.02 0.02 0.11
H 0.9730 1.9304 -6.1731 0.03 0.01 0.01 0.14
H -1.7788 4.5461 3.9255 0.05 -0.03 -0.02 0.11
H -1.4295 7.5941 -0.2897 0.05 0.05 0.01 0.17
H -1.6662 6.2745 -1.3559 -0.07 0.33 -0.04 0.14
H 2.4590 0.4333 -4.8301 0.02 -0.01 0.06 0.13
```
Forces are in eV/Å.

total charge	+2
relative energy (zero: lowest compared OMol25 entry of this formula, charge and spin)	19.0	kcal/mol
2S+1	1
molar mass	1023.6	g/mol
gap between HOMO and LUMO (alpha / beta)	5.79 / 5.77	eV

=====

C38H75F3INO8S | wB97M-V/def2-TZVPD

The geometry in XYZ format:
```
127
Properties=species:S:1:pos:R:3:forces:R:3:lowdin_charge:R:1
I -6.3435 -1.9769 -3.2842 0.00 -0.15 0.19 1.00
S -5.3489 -5.0547 -3.1639 -1.10 -0.76 -0.43 0.69
F -2.8317 -5.5628 -3.8664 -1.11 1.20 -0.72 0.12
F -3.4241 -3.4355 -4.1731 -0.21 -1.36 -0.22 0.10
F -4.2010 -5.0080 -5.5342 0.74 0.39 1.62 0.12
O -0.4083 2.7003 2.8402 0.01 -0.04 -0.04 0.07
O -9.1023 2.9530 -0.7660 0.01 0.06 0.03 0.06
O -5.9942 7.6477 -0.5819 0.06 0.05 -0.01 0.06
O 8.9339 5.2615 0.6092 -0.07 -0.10 0.04 0.06
O -4.4304 -3.1116 -1.4833 -0.07 -0.49 -0.13 -0.23
O -5.0757 -6.2233 -2.3794 0.56 0.36 0.30 -0.27
O 4.1522 2.4528 0.1079 -0.09 -0.06 -0.08 0.07
O -6.4587 -5.1128 -4.0696 0.17 0.28 0.07 -0.33
N -3.0065 -3.8224 1.8533 -0.29 -0.32 -0.04 -0.04
C -3.8322 -4.7220 -4.2548 0.55 -0.20 -0.46 -0.57
C -3.8706 -3.1709 0.8727 0.00 0.34 -0.23 -0.31
C 8.6398 6.6889 -1.2683 -0.06 -0.20 0.03 -0.03
C -2.8147 -5.6757 3.4561 0.24 -0.33 -0.48 -0.07
C -0.5995 4.8442 3.8456 -0.01 -0.05 -0.20 -0.02
C -0.8552 0.2065 0.8586 -0.47 0.26 -0.02 -0.21
C -7.0771 7.1146 -0.5305 -0.05 -0.05 0.03 -0.51
C 7.0943 -3.5637 0.2397 0.41 0.23 -0.34 -0.21
C 2.5786 -0.4832 -1.9778 0.39 0.69 0.14 -0.20
C 4.7176 -3.2243 -0.7105 -0.16 0.28 0.34 -0.21
C 5.1238 4.4840 0.8692 -0.17 0.02 -0.15 -0.02
C 1.5038 -0.3152 -0.9191 -0.43 -0.46 -0.36 -0.23
C -8.7903 0.7996 -1.7215 0.03 0.12 0.23 -0.04
C 6.5077 -6.5379 0.0990 0.33 0.19 -0.06 -0.10
C 3.9592 -1.9500 -0.3279 0.66 -0.13 -0.30 -0.20
C -3.4228 -1.7322 0.5833 0.28 -0.39 0.73 -0.14
C 8.1319 -4.5865 -0.2358 -0.35 0.06 0.03 -0.23
C -3.3945 -5.2134 2.1156 0.13 0.11 0.28 -0.27
C -5.5728 -3.5850 -2.0742 0.59 1.12 -0.29 -0.80
C -2.3064 0.3782 1.3350 0.38 -0.53 0.41 -0.20
C 3.9565 -0.8960 -1.4497 -0.14 -0.60 -0.26 -0.20
C -7.2569 5.7210 0.0166 0.28 0.08 0.00 -0.02
C -2.5113 -4.4790 -0.8620 -0.18 0.05 -0.28 -0.01
C -0.4582 1.1498 -0.2878 0.46 -0.30 0.10 -0.20
C 7.5303 -5.8615 -0.8228 -0.36 0.42 0.05 -0.26
C -0.1825 2.6995 5.2056 0.01 -0.16 -0.13 -0.02
C 6.2254 -2.9982 -0.9036 -0.24 -0.71 0.25 -0.19
C 0.2588 0.4244 -1.4284 -0.16 -0.23 0.68 -0.20
C 9.0680 6.3679 0.1435 0.02 0.07 -0.04 -0.51
C -9.2303 2.2431 -1.7353 -0.02 -0.07 -0.04 -0.50
C -0.3977 3.3481 3.8586 0.01 0.06 0.06 -0.49
C -2.8985 -0.9600 1.7894 -0.31 0.22 -0.24 -0.21
C 9.6715 7.4953 0.9455 0.01 -0.16 0.13 -0.02
C -3.8868 -3.9691 -0.4401 0.22 -0.13 0.47 -0.32
C -9.8387 2.7575 -3.0180 0.01 0.17 0.12 -0.02
C 5.0528 2.9849 0.7107 0.08 0.00 0.06 -0.50
C -8.3240 7.8169 -1.0165 0.14 0.15 -0.04 -0.03
C 6.1679 2.1854 1.3403 -0.10 -0.16 -0.11 -0.01
H 5.5006 -6.2436 -0.1723 -0.24 -0.05 -0.02 0.06
H -0.7156 -0.8375 0.5841 0.09 -0.14 -0.23 0.10
H 8.7841 -4.8364 0.5988 0.18 -0.05 0.10 0.11
H 6.1928 2.3615 2.4167 0.10 0.08 0.00 0.09
H 0.7068 3.1140 5.6827 -0.06 0.07 0.08 0.08
H -4.5653 -4.8085 -0.3153 -0.06 -0.17 -0.07 0.12
H -3.7115 -0.7783 2.4938 -0.16 -0.06 0.12 0.11
H -8.0282 0.6333 -2.4837 -0.10 -0.05 -0.08 0.03
H -9.6414 0.1455 -1.9166 0.05 -0.03 -0.14 0.09
H -2.2148 -4.0195 -1.7979 0.03 0.14 -0.14 0.08
H 6.5233 -3.4991 -1.8202 0.17 0.17 -0.27 0.10
H 2.2581 -1.1561 -2.7697 -0.22 -0.27 0.01 0.11
H 9.9351 7.1353 1.9368 0.00 -0.01 0.00 0.08
H -0.0513 1.6278 5.0755 0.00 0.00 -0.01 0.08
H -7.9323 5.7390 0.8728 -0.12 -0.07 -0.08 0.09
H -4.8975 -3.1614 1.2648 -0.22 0.07 -0.08 0.15
H -2.1426 -1.5413 2.3095 0.21 -0.01 0.10 0.10
H 1.1722 -1.3089 -0.6237 0.02 -0.13 0.26 0.09
H -9.0401 7.9151 -0.1995 -0.07 -0.10 -0.04 0.08
H 6.6506 -6.2300 1.1311 0.10 -0.10 0.22 0.07
H -8.7856 7.2435 -1.8217 -0.09 -0.05 0.08 0.08
H -2.9223 0.7851 0.5384 -0.18 0.18 -0.10 0.10
H 6.4308 -1.9394 -1.0090 0.02 0.21 -0.21 0.10
H 8.3214 -6.5440 -1.1129 0.17 -0.14 0.01 0.10
H 7.1272 2.4838 0.9140 0.03 0.09 0.11 0.08
H -1.7500 -4.2477 -0.1289 0.07 0.00 0.23 0.08
H 6.0039 1.1259 1.1549 -0.02 0.00 0.00 0.07
H -10.7306 2.1806 -3.2664 0.06 -0.07 -0.09 0.09
H 2.9627 -2.2440 -0.0211 -0.22 0.19 0.13 0.09
H -3.1658 -3.3401 2.7273 0.22 0.24 0.08 0.10
H 7.0182 -5.5704 -1.7375 0.00 -0.17 -0.28 0.09
H 4.5694 -3.9286 0.1060 0.01 -0.28 0.03 0.09
H 4.4894 -1.5345 0.5274 -0.23 0.07 0.36 0.11
H -2.5554 -5.5500 -1.0251 0.13 -0.17 -0.02 0.08
H 8.9546 8.3124 1.0394 0.05 0.07 -0.09 0.09
H 8.7267 -4.0868 -0.9986 0.31 -0.06 -0.08 0.11
H -9.1215 2.6665 -3.8351 -0.05 -0.10 -0.05 0.09
H 2.7062 0.4846 -2.4647 0.04 0.11 -0.15 0.11
H -2.6281 -1.7827 -0.1581 0.07 0.17 -0.26 0.12
H -2.3521 -4.8509 3.9853 -0.14 0.20 0.27 0.07
H 6.4852 -3.9944 1.0266 -0.20 -0.02 0.17 0.09
H -7.6784 5.0665 -0.7461 -0.16 -0.02 0.09 0.06
H -8.0636 8.8063 -1.3852 0.01 0.00 0.00 0.08
H 5.1093 4.7493 1.9274 0.14 0.03 0.00 0.09
H 7.6580 -2.7429 0.6782 -0.01 0.08 0.27 0.10
H 4.5288 -0.0232 -1.1584 -0.10 0.27 0.21 0.09
H -6.2928 5.3280 0.3309 0.01 0.01 0.00 0.08
H 7.8831 7.4749 -1.2604 0.08 0.09 -0.03 0.09
H -8.3711 0.5599 -0.7473 0.01 -0.01 0.00 0.08
H -4.4835 -5.3315 2.0916 -0.17 -0.01 0.10 0.11
H -6.3416 -3.8201 -1.3431 -0.28 -0.52 -0.14 0.09
H -4.2664 -1.1830 0.1828 -0.05 0.08 -0.36 0.12
H -0.7425 5.1819 2.8222 0.00 -0.01 -0.01 0.08
H -2.3158 1.0606 2.1790 -0.09 0.34 -0.05 0.09
H 0.2734 5.3430 4.2695 -0.05 0.02 0.11 0.08
H -1.4779 5.1084 4.4363 0.06 0.04 0.10 0.08
H -3.5435 -6.1853 4.0739 -0.17 0.11 0.21 0.07
H 4.5022 -1.3279 -2.2894 0.14 0.05 -0.16 0.10
H 4.2717 4.9434 0.3734 -0.02 -0.02 0.00 0.08
H -1.3477 1.6587 -0.6462 -0.07 0.20 -0.17 0.10
H -0.2190 0.3960 1.7151 0.23 -0.13 0.14 0.10
H -1.0446 2.8798 5.8495 0.06 0.09 0.06 0.08
H 8.2250 5.7983 -1.7345 0.00 -0.01 0.00 0.08
H 4.2517 -3.6714 -1.5865 0.01 -0.01 -0.24 0.11
H -10.1124 3.8030 -2.8974 0.00 0.00 0.01 0.08
H 6.0478 4.8554 0.4220 0.08 0.01 0.15 0.07
H 0.5205 1.1118 -2.2270 -0.01 0.16 -0.15 0.10
H 9.4966 7.0310 -1.8503 -0.03 0.12 0.01 0.09
H -0.4376 -0.3217 -1.8123 -0.06 -0.02 -0.42 0.11
H 1.8919 0.1430 -0.0129 0.23 0.32 0.01 0.12
H -2.9934 -5.8584 1.3420 -0.02 -0.02 -0.32 0.10
H 6.5906 -7.6165 0.0527 -0.12 -0.23 -0.01 0.06
H 10.5684 7.8687 0.4494 -0.06 0.10 -0.05 0.09
H 0.2328 1.8886 0.1107 -0.08 0.35 0.00 0.10
H -2.0151 -6.3873 3.2733 0.15 -0.11 0.06 0.07
```
Forces are in eV/Å.

total charge	0
2S+1	1
molar mass	890.0	g/mol
gap between HOMO and LUMO	9.06	eV

=====

C5H12O | wB97M-V/def2-TZVPD

The geometry in XYZ format:
```
18
Properties=species:S:1:pos:R:3:forces:R:3:lowdin_charge:R:1
O -1.9657 1.0214 1.9998 0.19 -0.08 0.32 -0.15
C -2.3235 0.1209 0.4377 0.09 -0.06 -0.32 -0.05
C 1.3672 0.2521 -0.5485 0.00 0.07 -0.01 -0.29
C 0.0086 -0.4408 -0.4278 0.05 -0.06 0.04 -0.26
C 2.5200 -0.7260 -0.7570 0.04 -0.05 0.00 -0.13
C -1.1317 0.5353 -0.2102 -0.21 -0.12 -0.21 -0.26
H 2.3684 -1.3312 -1.6589 0.01 0.09 0.12 0.07
H -2.4200 -0.8944 0.8225 0.04 0.18 -0.02 0.10
H -1.1254 1.1378 1.1205 -0.13 -0.01 0.11 0.13
H -1.6351 0.4034 2.6745 -0.11 0.16 -0.05 0.06
H -1.2472 1.3146 -0.9646 0.03 -0.10 0.10 0.10
H 0.0486 -1.1539 0.4110 -0.02 0.10 -0.11 0.11
H 2.6091 -1.4157 0.0911 -0.02 0.09 -0.11 0.07
H 1.5447 0.8547 0.3528 -0.04 -0.09 -0.12 0.11
H 1.3303 0.9626 -1.3856 0.00 -0.09 0.11 0.11
H -3.2715 0.6123 0.2372 0.18 -0.05 0.04 0.10
H 3.4769 -0.2038 -0.8623 -0.14 -0.07 0.01 0.07
H -0.1537 -1.0493 -1.3321 0.03 0.09 0.12 0.11
```
Forces are in eV/Å.

total charge	0
relative energy (zero: lowest compared OMol25 entry of this formula, charge and spin)	76.9	kcal/mol
2S+1	1
molar mass	88.1	g/mol
gap between HOMO and LUMO	9.18	eV